1.
{
  "formula": "C5H7IN2O",
  "method": "ωB97M-V/def2-TZVPD",
  "spin_multiplicity": 1,
  "charge": 0,
  "gap_ev": 8.377,
  "smiles": "CO/C=C/N=C\\C=N\\I",
  "de_lowest_ev": 3.5752,
  "species": ["I", "C", "H", "O", "N", "H", "H", "C", "H", "H", "N", "C", "H", "C", "C", "H"],
  "xyz": [[-1.2203, 3.4935, -1.7721], [0.7302, -1.5147, -0.2632], [1.6116, -2.1819, -0.3030], [0.9865, -0.5288, 1.9053], [-1.1565, 1.5165, -2.2792], [0.3084, -0.1999, 3.7903], [0.2843, 1.3473, 2.7162], [0.0875, 0.1868, 2.7532], [-0.8622, -0.0094, 2.4370], [0.5323, 1.0270, -1.2402], [0.0871, -1.7122, -1.5110], [0.4645, -0.6589, 0.7062], [-0.3547, 0.0526, 0.2826], [-0.3335, -0.7334, -2.1995], [-0.2342, 0.7245, -1.9202], [-0.9311, -0.8089, -3.1023]],
  "forces_ev_per_angstrom": [[0.4, -0.3, 0.1], [2.6, -1.9, -1.2], [-0.6, 0.1, 1.0], [0.2, 0.4, 0.5], [-0.5, -0.8, -0.9], [-0.5, 0.6, -1.1], [-0.3, -2.2, 0.0], [3.4, 2.0, 2.2], [-2.7, -0.5, -0.4], [1.0, 0.4, 0.2], [-0.6, 1.0, 0.2], [-2.7, 1.4, -3.1], [0.9, -0.9, 2.0], [-0.8, 1.1, -0.6], [-0.1, 0.6, 1.3], [0.1, -1.1, -0.2]]
}

2.
{
  "formula": "C14H17B4IN2O9",
  "method": "ωB97M-V/def2-TZVPD",
  "spin_multiplicity": 1,
  "charge": 0,
  "gap_ev": 8.863,
  "smiles": "CB1OB(I)OB(CB(O)O)O1.O=[N+]([O-])c1ccccc1.O=[N+]([O-])c1ccccc1",
  "species": ["H", "C", "C", "B", "C", "H", "B", "N", "N", "O", "C", "H", "H", "O", "O", "O", "O", "H", "H", "H", "H", "C", "H", "H", "C", "C", "O", "C", "C", "H", "O", "C", "C", "O", "H", "C", "C", "B", "H", "B", "H", "H", "H", "H", "C", "I", "O"],
  "xyz": [[1.9169, 4.1028, -6.9996], [-3.5454, -5.0214, 1.9350], [1.2652, 2.8357, -3.4321], [-0.7140, -0.1528, 2.0205], [2.5692, 2.9432, -3.8879], [5.5941, 0.4990, 1.9743], [2.6684, 2.8725, 1.7360], [-3.3083, -6.4699, 1.8749], [1.0174, 2.3749, -2.0601], [-0.0247, -1.3120, 2.3295], [-0.2248, 0.9975, 1.0206], [-6.0236, -2.7672, 1.5322], [0.8915, -1.1422, 2.5904], [-1.9858, 0.0019, 2.6159], [-2.1950, -6.8737, 2.1543], [2.3018, 0.1903, 1.0560], [1.9827, 2.1253, -1.3628], [-0.4007, 3.8886, -6.1712], [3.8154, 3.4886, -5.5431], [-2.4912, 0.4900, 1.9463], [-1.5154, -4.5597, 2.4884], [0.1912, 3.1655, -4.2434], [-1.9368, -2.1462, 2.6213], [-0.7067, 0.7969, 0.0387], [1.7329, 3.7406, -5.9953], [-5.0373, -3.1635, 1.7391], [3.3731, 1.9027, 2.4439], [-4.8108, -4.5285, 1.6587], [-4.0016, -2.3052, 2.0890], [-0.8262, 3.0757, -3.8881], [-0.1407, 2.2747, -1.6979], [0.4298, 3.6220, -5.5303], [-2.7342, -2.8076, 2.3537], [-4.2405, -7.1837, 1.5522], [-5.6214, -5.1903, 1.3861], [2.8010, 3.3977, -5.1767], [4.7673, -0.1900, 1.6988], [1.3407, 1.1997, 0.9344], [-4.1834, -1.2403, 2.1570], [3.4310, 0.6845, 1.7319], [-0.6733, 1.9558, 1.3717], [4.7149, -1.0508, 2.3960], [4.9828, -0.5423, 0.6704], [3.4061, 2.6809, -3.2552], [-2.5035, -4.1738, 2.2777], [2.8042, 5.0058, 2.1628], [1.8473, 2.5082, 0.6862]],
  "forces_ev_per_angstrom": [[0.0, 0.0, 0.0], [0.0, 0.4, 0.0], [0.0, 0.3, -0.4], [-0.5, 0.2, 0.3], [0.3, 0.0, 0.1], [-0.3, -0.7, 0.1], [-0.2, 0.2, -0.4], [0.0, -0.2, 0.0], [0.3, 0.1, -0.2], [0.0, 0.9, 0.7], [0.0, -0.2, 0.8], [0.0, -0.1, 0.0], [-0.1, -0.2, -0.6], [0.9, -0.2, -1.4], [-0.2, 0.1, 0.0], [0.0, 1.5, 1.1], [-0.3, -0.8, -2.7], [0.0, 0.0, 0.1], [0.0, 0.0, 0.1], [-0.1, 0.2, 0.7], [-0.1, -0.1, 0.0], [-0.3, 0.0, 0.0], [0.0, -0.2, 0.1], [0.6, 0.1, 0.4], [0.0, 0.0, 0.0], [0.2, 0.1, 0.0], [-0.4, 0.1, -1.2], [-0.3, -0.1, -0.1], [0.0, -0.1, 0.0], [0.1, 0.0, 0.1], [0.1, 0.0, -0.1], [0.1, 0.0, 0.0], [-0.4, -0.4, -0.1], [0.1, 0.1, 0.0], [0.2, -0.1, 0.0], [-0.1, 0.0, 0.0], [0.0, 1.0, 0.0], [-0.5, 0.2, -1.6], [0.0, 0.0, 0.0], [0.7, -1.4, 0.0], [0.3, -0.4, -0.4], [0.1, 0.5, -0.4], [-0.3, 0.0, 0.6], [-0.2, 0.0, 0.1], [0.1, 0.0, 0.0], [0.1, -0.7, 0.0], [0.0, 0.1, 4.5]]
}

3.
{
  "formula": "C4H13N2O3S",
  "method": "ωB97M-V/def2-TZVPD",
  "spin_multiplicity": 1,
  "charge": -1,
  "gap_ev": 6.326,
  "de_lowest_ev": 2.9141,
  "species": ["C", "H", "H", "H", "H", "O", "H", "H", "C", "C", "H", "N", "S", "C", "H", "H", "H", "H", "H", "O", "H", "N", "O"],
  "xyz": [[-1.5085, -0.9372, -0.1815], [-1.1777, 2.4043, 0.4572], [2.9312, 0.5637, -0.9387], [-0.6856, -0.9808, -0.9666], [-0.7848, 1.1059, -3.2645], [0.9749, 0.7966, -2.3223], [2.8497, -0.1011, 0.6705], [0.3384, -0.1385, 1.6155], [-0.7732, 1.4301, 0.1015], [-1.5028, 0.1890, 0.8710], [-2.5974, -0.9070, -0.5964], [-0.5761, -0.0661, 2.0543], [-1.5081, -2.5691, 0.6408], [-0.2031, 1.0649, -2.3623], [0.3800, 1.5507, 0.2811], [2.6353, -2.3758, 0.3754], [1.6721, -1.9117, 1.4419], [-2.4631, 0.4535, 1.2390], [-0.8349, -0.9660, 2.5288], [2.5957, -1.8120, 1.0781], [-1.9508, 1.2119, -1.4907], [-0.9976, 1.4112, -1.2718], [3.1864, 0.5835, 0.0399]],
  "forces_ev_per_angstrom": [[-2.2, -1.5, 0.2], [0.1, -0.6, 0.2], [-0.2, -0.7, 2.6], [-1.2, 0.6, 1.1], [-0.4, -0.1, -0.8], [0.3, 0.1, -0.3], [0.0, 0.1, -1.9], [0.0, -0.4, 0.4], [1.4, 0.8, 2.9], [4.9, 0.5, -0.7], [2.0, 0.2, -0.3], [-1.4, 0.3, -0.4], [0.2, -0.5, 0.1], [-0.1, 0.4, 2.8], [-2.1, -0.8, -0.1], [0.0, -2.3, -3.1], [1.1, -0.1, -0.7], [-0.9, 0.1, 0.1], [0.4, 0.9, -1.1], [-1.6, 2.0, 4.0], [-0.6, 0.2, -0.3], [-0.1, -0.1, -3.6], [0.3, 1.0, -1.1]]
}